{
  "formula": "C17H17ClN4O3S2",
  "method": "ωB97M-V with the def2-TZVPD basis set",
  "total_charge": 0,
  "total_energy_ha": -2359.2231,
  "multiplicity": 1,
  "smiles": "Cc1cc(C)c(S(=O)(=O)Nc2cc(Cl)c(O)c(Sc3nc[nH]n3)c2)cc1C",
  "species": ["O", "O", "Cl", "N", "N", "O", "S", "C", "C", "C", "C", "C", "C", "C", "C", "C", "C", "C", "C", "C", "C", "N", "N", "C", "C", "C", "S", "H", "H", "H", "H", "H", "H", "H", "H", "H", "H", "H", "H", "H", "H", "H", "H", "H"],
  "coordinates": [[0.962, -0.485, 2.137], [-0.611, -2.274, 1.419], [1.040, -2.017, -4.897], [6.385, 0.812, -1.919], [5.829, -0.573, -3.596], [3.745, -2.185, -3.873], [4.982, -1.325, -1.095], [5.774, -0.257, -2.217], [6.565, 0.383, -4.137], [0.509, -1.321, -2.419], [2.180, -0.827, -0.860], [-3.134, 1.686, 3.128], [-3.027, -0.399, 1.351], [1.542, -1.610, -3.267], [2.873, -1.734, -2.930], [3.283, -1.250, -1.661], [0.779, -0.972, -1.129], [-4.382, 1.207, 2.544], [-4.244, 0.158, 1.620], [-1.913, 0.977, 2.925], [-1.839, -0.059, 1.926], [6.817, 1.349, -3.101], [-0.050, -0.385, -0.254], [-5.622, 1.929, 2.907], [-5.461, -0.321, 0.789], [-0.731, 1.253, 3.740], [-0.273, -0.864, 1.381], [4.699, -1.901, -3.713], [6.732, 0.496, -5.221], [-0.476, -1.306, -2.872], [2.425, -0.530, 0.116], [-3.012, 2.473, 3.851], [-2.969, -1.137, 0.499], [7.264, 2.230, -3.205], [-0.917, -0.084, -0.624], [-5.326, 2.940, 3.062], [-6.097, 1.665, 3.879], [-6.302, 1.791, 2.096], [-5.177, -1.309, 0.396], [-6.337, -0.381, 1.409], [-5.453, 0.236, -0.110], [-0.827, 1.928, 4.600], [-0.209, 0.328, 4.231], [0.005, 1.668, 3.097]],
  "forces_ev_per_a": [[-3.1, -0.2, -1.9], [0.2, 0.8, -0.3], [0.3, 0.0, 0.0], [0.8, 3.1, 0.2], [1.5, 0.7, 0.5], [0.0, 0.0, 0.5], [-0.8, -0.2, 0.6], [-0.4, -1.5, -2.6], [-1.6, 1.3, 2.3], [-1.1, 0.1, -0.3], [1.0, -1.4, -0.1], [0.3, -2.9, -0.9], [1.1, -1.9, -2.7], [-0.3, -1.1, -1.4], [2.2, 0.4, -0.5], [-2.7, 0.0, -0.2], [4.9, 0.1, -1.2], [3.5, 0.4, 0.9], [-2.3, 0.7, 0.3], [-1.2, -0.6, -0.7], [0.7, 2.2, 1.1], [-0.5, -3.8, -2.0], [-2.5, 1.3, 3.2], [-0.1, -0.6, 0.7], [2.5, -1.2, 1.0], [1.9, -0.9, 2.2], [2.0, -1.4, 1.6], [-1.3, 0.0, -0.2], [0.2, 0.1, 0.9], [-0.1, 0.0, 0.3], [0.3, 0.7, 1.2], [-0.7, 0.3, 0.2], [-0.3, 0.6, 1.1], [0.4, 0.4, 0.4], [-1.0, 0.3, -0.4], [-0.2, 1.1, -0.3], [0.4, -0.4, -0.7], [-0.9, 0.4, -0.3], [-0.5, -0.1, 0.5], [-0.6, 0.2, -0.3], [-0.9, 1.2, -0.7], [-0.6, 0.1, -0.4], [-1.2, 1.4, -1.2], [1.0, 0.4, -0.4]]
}

---

{
  "formula": "C17H17CoN2O3",
  "method": "ωB97M-V with the def2-TZVPD basis set",
  "total_charge": 0,
  "multiplicity": 1,
  "de_lowest_kj_mol": 11.7,
  "species": ["Co", "O", "C", "C", "C", "C", "C", "C", "C", "N", "C", "C", "N", "C", "C", "C", "C", "C", "C", "C", "O", "H", "H", "H", "H", "H", "H", "H", "H", "H", "H", "H", "H", "H", "H", "C", "O", "H", "H", "H"],
  "coordinates": [[-0.008, 0.066, -0.941], [-1.862, 0.135, -0.918], [-2.478, 1.047, -0.220], [-3.744, 0.747, 0.327], [-4.445, 1.683, 1.046], [-3.938, 2.974, 1.260], [-2.714, 3.294, 0.730], [-1.968, 2.355, -0.003], [-0.710, 2.765, -0.558], [0.080, 1.978, -1.185], [1.332, 2.432, -1.764], [2.442, 1.542, -1.231], [1.926, 0.176, -1.133], [2.685, -0.725, -0.626], [2.294, -2.067, -0.331], [3.237, -2.932, 0.253], [2.914, -4.227, 0.566], [1.617, -4.684, 0.284], [0.676, -3.862, -0.288], [0.983, -2.522, -0.604], [0.078, -1.774, -1.162], [-4.131, -0.250, 0.164], [-5.410, 1.416, 1.462], [-4.503, 3.700, 1.828], [-2.302, 4.287, 0.874], [-0.439, 3.819, -0.463], [1.524, 3.483, -1.537], [1.266, 2.325, -2.850], [2.754, 1.882, -0.241], [3.305, 1.583, -1.900], [3.721, -0.461, -0.394], [4.234, -2.554, 0.454], [3.640, -4.884, 1.024], [1.348, -5.704, 0.529], [-0.326, -4.208, -0.503], [-0.644, -0.593, 1.630], [0.233, 0.150, 0.827], [-1.524, -0.948, 1.086], [-1.000, 0.032, 2.456], [-0.142, -1.475, 2.050]],
  "forces_ev_per_a": [[0.8, 0.3, -1.0], [-0.1, -0.2, 0.1], [0.0, 0.1, -0.2], [-0.1, 0.0, 0.0], [0.0, 0.0, 0.0], [0.0, 0.0, 0.0], [0.0, 0.0, 0.0], [0.1, 0.0, 0.1], [-0.2, 0.1, -0.2], [0.0, -0.2, 0.5], [0.0, 0.0, 0.0], [0.1, 0.0, -0.1], [-0.3, 0.1, 0.3], [0.1, -0.2, -0.2], [0.1, 0.1, 0.2], [0.0, -0.1, 0.0], [0.0, 0.0, 0.0], [0.0, 0.0, 0.0], [0.0, -0.1, 0.0], [0.0, 0.0, -0.2], [-0.5, -0.1, 0.4], [0.0, 0.0, 0.0], [0.0, 0.0, 0.0], [0.0, 0.0, 0.0], [0.0, 0.0, 0.0], [0.0, 0.0, -0.1], [0.0, 0.0, 0.0], [0.0, 0.0, 0.0], [-0.1, 0.0, 0.0], [0.0, 0.0, 0.0], [0.0, 0.0, -0.1], [0.0, 0.0, 0.0], [0.0, 0.0, 0.0], [0.0, 0.0, 0.0], [0.0, 0.0, 0.0], [-0.1, -0.3, 0.1], [0.0, 0.3, 0.3], [0.1, 0.0, 0.1], [0.0, 0.0, 0.0], [0.0, 0.0, 0.0]]
}

---

{
  "formula": "C17H17CrN5O5S",
  "method": "ωB97M-V with the def2-TZVPD basis set",
  "total_charge": 0,
  "total_energy_ha": -2750.7175,
  "multiplicity": 5,
  "species": ["Cr", "N", "C", "N", "C", "N", "N", "C", "C", "C", "C", "C", "C", "N", "C", "C", "C", "C", "C", "C", "H", "H", "H", "H", "H", "H", "H", "H", "H", "H", "H", "C", "O", "C", "O", "H", "H", "H", "C", "S", "O", "O", "O", "H", "H", "H"],
  "coordinates": [[0.724, -0.312, -0.597], [-3.537, -0.367, -0.976], [-2.232, -0.482, -1.236], [-1.305, -0.198, -0.384], [-1.648, 0.264, 0.921], [-0.716, 0.560, 1.758], [0.513, 0.369, 1.223], [1.636, 0.610, 1.900], [2.832, 0.342, 1.202], [4.125, 0.545, 1.734], [5.221, 0.254, 0.974], [5.063, -0.240, -0.336], [3.788, -0.414, -0.809], [2.697, -0.143, -0.080], [-3.067, 0.375, 1.257], [-3.520, 0.787, 2.507], [-4.875, 0.868, 2.773], [-5.801, 0.535, 1.786], [-5.369, 0.125, 0.539], [-4.008, 0.047, 0.284], [-4.195, -0.652, -1.681], [-1.949, -0.837, -2.219], [1.611, 0.993, 2.912], [4.224, 0.931, 2.740], [6.213, 0.407, 1.379], [5.911, -0.475, -0.962], [3.600, -0.784, -1.810], [-2.785, 1.041, 3.259], [-5.215, 1.190, 3.748], [-6.862, 0.597, 1.991], [-6.081, -0.135, -0.236], [1.236, 3.861, -1.483], [1.251, 2.601, -0.798], [0.741, 1.524, -1.445], [0.236, 1.614, -2.547], [2.229, 4.295, -1.383], [0.506, 4.508, -0.999], [0.981, 3.735, -2.530], [1.522, -4.209, -1.766], [0.444, -2.875, -1.345], [-0.908, -3.309, -1.583], [0.737, -2.451, 0.043], [0.842, -1.693, -2.189], [0.911, -5.044, -2.097], [2.093, -4.475, -0.880], [2.187, -3.883, -2.562]],
  "forces_ev_per_a": [[0.5, -0.2, 0.1], [-0.1, 0.0, 0.1], [0.1, 0.0, 0.0], [-0.2, 0.1, 0.3], [-0.3, -0.1, -0.3], [0.5, 0.1, 0.0], [-0.1, 0.0, 0.2], [-0.1, 0.0, -0.1], [0.0, 0.0, -0.1], [0.0, 0.0, 0.0], [0.1, 0.0, 0.0], [0.0, 0.0, 0.1], [-0.2, 0.0, 0.1], [0.0, 0.0, 0.1], [0.2, 0.0, 0.0], [0.0, 0.0, 0.1], [0.0, 0.0, -0.1], [0.0, 0.0, 0.1], [0.0, 0.0, 0.0], [0.0, -0.1, -0.2], [0.0, 0.0, 0.0], [0.0, 0.0, 0.0], [0.0, 0.0, 0.0], [0.0, 0.0, 0.0], [0.0, 0.0, 0.0], [0.0, 0.0, 0.0], [0.0, 0.0, 0.0], [0.0, 0.0, 0.0], [0.0, 0.0, 0.0], [0.0, 0.0, 0.0], [0.0, 0.0, 0.0], [0.0, 0.0, 0.1], [0.1, -0.2, 0.0], [-0.3, 0.2, -0.4], [0.1, 0.0, 0.1], [0.0, 0.0, 0.0], [0.0, 0.0, 0.0], [0.0, 0.0, 0.0], [0.2, -0.1, 0.0], [-0.2, 0.5, 0.0], [0.1, -0.1, 0.0], [-0.1, -0.1, -0.2], [-0.2, 0.0, 0.1], [0.0, 0.0, 0.0], [0.0, 0.0, 0.0], [0.0, 0.0, 0.0]]
}

---

{
  "formula": "C17H17F2NO2S",
  "method": "ωB97M-V with the def2-TZVPD basis set",
  "total_charge": 0,
  "multiplicity": 1,
  "de_lowest_kj_mol": 0.0,
  "smiles": "Cc1ccsc1C1=NO[C@@](C)(COCc2c(F)cccc2F)C1",
  "species": ["F", "F", "N", "O", "O", "S", "C", "C", "C", "C", "C", "C", "C", "C", "C", "C", "C", "C", "C", "C", "C", "C", "C", "H", "H", "H", "H", "H", "H", "H", "H", "H", "H", "H", "H", "H", "H", "H", "H", "H"],
  "coordinates": [[-1.759, -2.317, 3.143], [2.933, -2.581, 2.108], [-0.883, 2.324, 0.163], [1.400, -0.314, 3.241], [-0.578, 2.314, 1.560], [-1.250, 2.017, -2.953], [-0.182, 1.374, -0.431], [-0.874, 1.010, -4.317], [-0.088, -0.038, -4.024], [-0.349, 0.965, -1.875], [0.181, -0.120, -2.583], [0.064, -4.137, 0.508], [-0.952, -3.649, 1.306], [1.369, -3.764, 0.831], [-0.721, -2.801, 2.401], [1.635, -2.952, 1.906], [0.632, -2.500, 2.739], [0.873, -1.313, -1.998], [0.976, -1.569, 3.854], [1.800, 2.398, 2.011], [0.327, 0.641, 3.048], [0.712, 0.616, 0.538], [0.572, 1.498, 1.814], [-1.234, 1.271, -5.313], [0.194, -0.758, -4.768], [-0.152, -4.797, -0.333], [-1.997, -3.898, 1.059], [2.168, -4.109, 0.207], [1.890, -0.996, -1.664], [0.360, -1.682, -1.132], [0.978, -2.121, -2.731], [1.749, -2.000, 4.445], [0.171, -1.440, 4.526], [2.694, 1.768, 2.171], [1.943, 3.010, 1.110], [1.640, 3.051, 2.852], [-0.647, 0.142, 2.957], [0.232, 1.264, 3.961], [1.746, 0.554, 0.176], [0.324, -0.380, 0.625]],
  "forces_ev_per_a": [[1.0, -0.4, -0.6], [-0.9, -0.2, 0.2], [1.4, -2.1, -0.8], [-0.6, 0.0, 0.5], [-0.2, 0.1, -0.8], [0.5, -0.8, -0.2], [-1.1, 0.6, 0.7], [-0.4, 1.2, -0.2], [-0.3, 0.1, 2.0], [0.2, 0.4, -0.1], [-0.6, 0.6, -0.5], [0.5, 0.4, 0.8], [-2.0, 0.4, 0.4], [-0.1, -0.5, -0.8], [1.8, -0.8, -0.6], [0.2, -0.2, -0.4], [-1.8, 0.5, 0.4], [1.3, 0.7, -0.1], [0.2, 1.0, -1.5], [0.0, -0.6, -0.7], [-0.4, -0.4, 1.0], [0.0, 1.2, -0.3], [1.1, -0.7, -0.6], [0.0, 0.0, 0.4], [0.3, -0.3, 0.0], [0.1, 0.3, 0.3], [0.6, 0.2, 0.2], [0.4, 0.0, -0.1], [-0.5, -0.5, -0.2], [-0.3, -0.3, 0.4], [0.0, 0.2, 0.2], [1.1, 0.1, 0.3], [-1.1, 0.4, 0.5], [-0.4, 0.3, 0.0], [0.0, -0.1, 0.2], [0.0, 0.2, 0.4], [0.2, -0.1, -0.2], [0.2, -0.1, -0.4], [-0.2, 0.0, 0.2], [-0.1, -0.6, 0.4]]
}

---

{
  "formula": "C17H17F3O3S",
  "method": "ωB97M-V with the def2-TZVPD basis set",
  "total_charge": 0,
  "total_energy_ha": -1581.3443,
  "multiplicity": 1,
  "species": ["C", "O", "C", "C", "C", "C", "C", "C", "C", "H", "H", "H", "H", "H", "H", "H", "H", "H", "C", "C", "C", "C", "C", "C", "S", "C", "F", "F", "F", "O", "O", "C", "C", "H", "H", "H", "H", "H", "H", "H", "H"],
  "coordinates": [[3.221, -0.067, 1.670], [1.890, 0.270, 2.090], [0.991, -0.676, 2.083], [-0.381, -0.358, 1.893], [-1.339, -1.401, 1.787], [-2.684, -1.094, 1.639], [-3.098, 0.248, 1.569], [-2.146, 1.286, 1.602], [-0.797, 0.999, 1.761], [3.739, 0.871, 1.492], [3.713, -0.634, 2.459], [3.173, -0.651, 0.750], [1.346, -1.711, 2.100], [-0.973, -2.426, 1.830], [-3.426, -1.894, 1.578], [-4.160, 0.486, 1.478], [-2.472, 2.326, 1.507], [-0.037, 1.783, 1.785], [-2.952, -4.533, 7.272], [-1.882, -3.523, 7.014], [-2.194, -2.161, 7.101], [-1.248, -1.192, 6.847], [0.088, -1.546, 6.490], [0.992, -0.523, 6.185], [2.630, -0.832, 5.779], [3.416, 0.871, 5.902], [4.732, 0.739, 5.637], [2.875, 1.735, 5.009], [3.262, 1.381, 7.146], [3.318, -1.637, 6.763], [2.723, -1.195, 4.380], [0.407, -2.941, 6.458], [-0.567, -3.896, 6.695], [-2.570, -5.550, 7.151], [-3.365, -4.419, 8.281], [-3.787, -4.375, 6.580], [-3.207, -1.870, 7.373], [-1.480, -0.129, 6.902], [0.681, 0.516, 6.208], [1.436, -3.234, 6.248], [-0.318, -4.959, 6.647]],
  "forces_ev_per_a": [[0.6, -0.4, 0.2], [-1.4, -0.6, -0.4], [0.6, 0.7, -0.2], [-0.4, 0.3, 0.1], [0.4, 0.3, 0.2], [-0.1, 0.2, 0.0], [0.5, -0.2, 0.0], [0.1, 0.0, 0.0], [-0.1, -0.3, 0.1], [-0.1, 0.0, 0.1], [0.0, 0.0, 0.1], [0.0, 0.1, 0.0], [-0.1, 0.2, 0.1], [-0.3, 0.2, 0.1], [0.3, 0.3, 0.0], [0.4, -0.1, 0.0], [0.1, -0.4, 0.1], [-0.4, -0.2, 0.1], [-0.3, -0.1, 0.0], [0.4, 0.1, 0.0], [0.2, -0.1, -0.1], [0.5, -0.2, -0.2], [-0.7, -1.1, 0.4], [1.3, 0.9, -0.4], [-2.0, 0.4, 1.2], [-0.1, -0.1, 0.4], [-0.8, 0.3, 0.1], [0.4, -0.4, 0.5], [0.2, -0.3, -1.1], [0.3, 0.1, -0.7], [1.0, -0.2, -0.6], [-0.1, 0.6, -0.1], [-0.4, 0.2, 0.2], [-0.2, 0.1, 0.0], [0.1, -0.2, -0.1], [0.0, -0.2, 0.0], [0.1, 0.0, 0.0], [-0.1, -0.2, 0.0], [0.3, -0.1, -0.1], [-0.3, -0.1, 0.0], [0.0, 0.3, 0.0]]
}